This record from OMol25 describes 7 unconnected molecules or ions with the total composition C51H69BO4S in a non-equilibrium geometry. The level of theory is wB97M-V/def2-TZVPD.

Values from the calculation:
- HOMO level: -9.15 eV
- Total charge: 0
- E: -2708.77747 Ha
- 2S+1: 1
- Orbital gap: 9.702 eV
- LUMO level: 0.554 eV

Bonds (Å) are listed after each position.
Atoms and positions in Å:
1 C 2.116 -3.969 0.709  C2 1.536, H22 1.083, H23 1.084, H24 1.084
2 C 1.398 -4.410 -0.575  C1 1.536, C3 1.521, H25 1.085, H26 1.087
3 C 0.140 -3.584 -0.791  C2 1.521, C4 1.547, H27 1.088, H28 1.085
4 C -0.957 -3.892 0.256  C3 1.547, C5 1.533, H29 1.086, H30 1.084
5 C -1.409 -2.661 1.050  C4 1.533, C6 1.542, H31 1.086, H32 1.086
6 C -2.629 -1.945 0.438  C5 1.542, C7 1.521, H33 1.083, H34 1.085
7 C -2.204 -0.857 -0.536  C6 1.521, C8 1.531, H35 1.086, H36 1.087
8 C -3.378 -0.032 -1.068  C7 1.531, C9 1.527, H37 1.087, H38 1.087
9 C -4.373 -0.871 -1.866  C8 1.527, C10 1.550, H39 1.085, H40 1.087
10 C -3.736 -1.413 -3.171  C9 1.550, C11 1.522, H41 1.086, H42 1.085
11 C -3.519 -2.920 -3.146  C10 1.522, C12 1.541, H43 1.084, H44 1.087
12 C -4.844 -3.705 -3.154  C11 1.541, C13 1.536, H45 1.084, H46 1.083
13 C -4.932 -4.794 -2.074  C12 1.536, C14 1.532, H47 1.081, H48 1.085
14 C -6.229 -4.709 -1.263  C13 1.532, O15 1.439, H49 1.084, H50 1.083
15 O -7.202 -5.563 -1.891  C14 1.439, S16 1.622
16 S -8.736 -5.413 -1.384  O15 1.622, O17 1.446, O18 1.640
17 O -8.719 -5.643 0.043  S16 1.446
18 O -8.963 -3.804 -1.610  S16 1.640, B19 1.410
19 B -9.127 -3.037 -0.439  O18 1.410, C20 1.568, O21 1.371
20 C -10.474 -2.256 -0.255  B19 1.568, H51 1.084, H52 1.090, H53 1.080
21 O -8.114 -2.927 0.479  B19 1.371, H54 0.979
22 H 3.190 -4.097 0.646  C1 1.083
23 H 1.913 -2.921 0.899  C1 1.084
24 H 1.732 -4.534 1.551  C1 1.084
25 H 2.064 -4.323 -1.428  C2 1.085
26 H 1.120 -5.457 -0.488  C2 1.087
27 H -0.253 -3.748 -1.792  C3 1.088
28 H 0.395 -2.530 -0.738  C3 1.085
29 H -1.807 -4.309 -0.278  C4 1.086
30 H -0.629 -4.656 0.951  C4 1.084
31 H -0.564 -1.985 1.149  C5 1.086
32 H -1.680 -2.957 2.060  C5 1.086
33 H -3.210 -2.710 -0.062  C6 1.083
34 H -3.280 -1.542 1.207  C6 1.085
35 H -1.502 -0.219 -0.005  C7 1.086
36 H -1.636 -1.297 -1.352  C7 1.087
37 H -3.827 0.467 -0.213  C8 1.087
38 H -3.005 0.720 -1.759  C8 1.087
39 H -5.249 -0.284 -2.123  C9 1.085
40 H -4.711 -1.708 -1.261  C9 1.087
41 H -2.755 -0.959 -3.278  C10 1.086
42 H -4.328 -1.124 -4.033  C10 1.085
43 H -2.921 -3.187 -2.283  C11 1.084
44 H -2.923 -3.172 -4.020  C11 1.087
45 H -4.947 -4.177 -4.125  C12 1.084
46 H -5.658 -2.995 -3.072  C12 1.083
47 H -4.923 -5.777 -2.524  C13 1.081
48 H -4.119 -4.690 -1.364  C13 1.085
49 H -6.061 -4.997 -0.232  C14 1.084
50 H -6.551 -3.675 -1.254  C14 1.083
51 H -11.347 -2.878 -0.420  C20 1.084
52 H -10.493 -1.468 -1.009  C20 1.090
53 H -10.512 -1.750 0.698  C20 1.080
54 H -8.338 -3.526 1.220  O21 0.979
55 C -0.246 1.916 -2.603  C56 1.388, C60 1.388, H61 1.083
56 C -1.047 2.527 -3.558  C55 1.388, C57 1.388, H62 1.083
57 C -0.894 3.880 -3.830  C56 1.388, C58 1.388, H63 1.082
58 C 0.064 4.621 -3.152  C57 1.388, C59 1.388, H64 1.082
59 C 0.866 4.007 -2.201  C58 1.388, C60 1.386, H65 1.083
60 C 0.709 2.658 -1.922  C55 1.388, C59 1.386, H66 1.084
61 H -0.370 0.862 -2.389  C55 1.083
62 H -1.791 1.948 -4.090  C56 1.083
63 H -1.523 4.357 -4.571  C57 1.082
64 H 0.187 5.675 -3.367  C58 1.082
65 H 1.616 4.579 -1.668  C59 1.083
66 H 1.333 2.184 -1.174  C60 1.084
67 C -6.120 -3.834 3.795  C68 1.388, C72 1.389, H73 1.083
68 C -5.546 -3.452 5.000  C67 1.388, C69 1.388, H74 1.082
69 C -5.976 -4.028 6.187  C68 1.388, C70 1.388, H75 1.082
70 C -6.975 -4.991 6.169  C69 1.388, C71 1.388, H76 1.082
71 C -7.547 -5.375 4.964  C70 1.388, C72 1.388, H77 1.082
72 C -7.122 -4.794 3.778  C67 1.389, C71 1.388, H78 1.084
73 H -5.786 -3.382 2.869  C67 1.083
74 H -4.763 -2.704 5.013  C68 1.082
75 H -5.532 -3.726 7.127  C69 1.082
76 H -7.308 -5.443 7.094  C70 1.082
77 H -8.325 -6.127 4.950  C71 1.082
78 H -7.572 -5.095 2.838  C72 1.084
79 C 4.222 6.400 -0.827  C80 1.388, C84 1.387, H85 1.083
80 C 4.824 7.078 0.224  C79 1.388, C81 1.388, H86 1.082
81 C 6.041 6.641 0.727  C80 1.388, C82 1.389, H87 1.083
82 C 6.662 5.529 0.172  C81 1.389, C83 1.387, H88 1.083
83 C 6.064 4.853 -0.881  C82 1.387, C84 1.388, H89 1.083
84 C 4.842 5.287 -1.376  C79 1.387, C83 1.388, H90 1.084
85 H 3.270 6.737 -1.215  C79 1.083
86 H 4.342 7.947 0.653  C80 1.082
87 H 6.508 7.165 1.552  C81 1.083
88 H 7.614 5.190 0.563  C82 1.083
89 H 6.548 3.987 -1.313  C83 1.083
90 H 4.372 4.751 -2.192  C84 1.084
91 C 2.624 -0.220 -2.914  C92 1.388, C96 1.388, H97 1.081
92 C 3.062 -1.535 -2.984  C91 1.388, C93 1.388, H98 1.083
93 C 4.273 -1.831 -3.594  C92 1.388, C94 1.388, H99 1.083
94 C 5.048 -0.811 -4.127  C93 1.388, C95 1.388, H100 1.082
95 C 4.610 0.504 -4.055  C94 1.388, C96 1.388, H101 1.083
96 C 3.396 0.800 -3.451  C91 1.388, C95 1.388, H102 1.083
97 H 1.680 0.011 -2.441  C91 1.081
98 H 2.459 -2.329 -2.562  C92 1.083
99 H 4.613 -2.857 -3.653  C93 1.083
100 H 5.995 -1.041 -4.600  C94 1.082
101 H 5.216 1.300 -4.471  C95 1.083
102 H 3.049 1.825 -3.398  C96 1.083
103 C 9.984 6.887 1.889  C104 1.388, C108 1.388, H109 1.083
104 C 10.669 5.752 2.301  C103 1.388, C105 1.388, H110 1.083
105 C 10.989 5.583 3.641  C104 1.388, C106 1.388, H111 1.082
106 C 10.616 6.544 4.570  C105 1.388, C107 1.388, H112 1.082
107 C 9.928 7.677 4.158  C106 1.388, C108 1.388, H113 1.082
108 C 9.615 7.850 2.817  C103 1.388, C107 1.388, H114 1.083
109 H 9.737 7.020 0.843  C103 1.083
110 H 10.955 4.999 1.577  C104 1.083
111 H 11.527 4.700 3.962  C105 1.082
112 H 10.862 6.410 5.615  C106 1.082
113 H 9.637 8.426 4.883  C107 1.082
114 H 9.082 8.736 2.495  C108 1.083
115 C 3.425 1.701 1.510  C116 1.388, C120 1.388, H121 1.084
116 C 3.376 1.138 2.779  C115 1.388, C117 1.388, H122 1.083
117 C 3.907 1.824 3.862  C116 1.388, C118 1.389, H123 1.083
118 C 4.481 3.075 3.678  C117 1.389, C119 1.388, H124 1.083
119 C 4.527 3.639 2.410  C118 1.388, C120 1.388, H125 1.081
120 C 4.001 2.950 1.326  C115 1.388, C119 1.388, H126 1.080
121 H 3.015 1.163 0.664  C115 1.084
122 H 2.926 0.164 2.922  C116 1.083
123 H 3.875 1.383 4.850  C117 1.083
124 H 4.892 3.611 4.524  C118 1.083
125 H 4.972 4.614 2.266  C119 1.081
126 H 4.041 3.387 0.339  C120 1.080

Atom charges from the Mulliken analysis, given in e for atoms 1 to 6:
1 C -1.10
2 C -0.84
3 C -0.44
4 C -0.34
5 C -1.28
6 C -0.14